P.
This record from the Open Molecules 2025 dataset describes a cluster of 3 separate species, C6H14NS in total. The level of theory is ωB97M-V/def2-TZVPD.

Last columns: bonded neighbours and bond lengths (Å).
CARTESIAN COORDINATES (ANGSTROEM)
1 C -1.180 -0.394 0.904  N2 1.280, C7 1.401, H10 1.112
2 N 0.017 -0.819 1.064  C1 1.280, C3 1.465
3 C 1.156 -0.397 0.244  N2 1.465, C4 1.519, C6 1.535, H12 1.099
4 C 2.408 -1.033 0.823  C3 1.519, S5 1.822, H13 1.087, H14 1.092
5 S 3.915 -0.610 -0.109  C4 1.822
6 C 1.272 1.130 0.351  C3 1.535, H15 1.091, H16 1.091, H17 1.100
7 C -1.937 -0.289 -0.270  C1 1.401, C8 1.489, H19 1.080
8 C -3.405 -0.055 -0.185  C7 1.489, H20 1.085, H21 1.085, H22 1.073
9 H -1.520 1.274 1.204  no bonds
10 H -1.840 -0.455 1.798  C1 1.112
11 H 2.397 0.634 -3.722  H18 0.757
12 H 1.070 -0.675 -0.815  C3 1.099
13 H 2.343 -2.118 0.866  C4 1.087
14 H 2.411 -0.706 1.865  C4 1.092
15 H 0.342 1.628 0.074  C6 1.091
16 H 2.170 1.464 -0.170  C6 1.091
17 H 1.494 1.347 1.406  C6 1.100
18 H 1.669 0.523 -3.897  H11 0.757
19 H -1.371 -0.557 -1.149  C7 1.080
20 H -3.958 -0.045 -1.119  C8 1.085
21 H -3.883 -0.725 0.523  C8 1.085
22 H -3.568 0.879 0.316  C8 1.073

As for the LUMO energy: 0.0438 hartree. The highest occupied orbital energy is -2.1 eV. The net charge is -1.

***

Q.
This record from the Open Molecules 2025 dataset describes a cluster of 3 separate species, C6H14NS in total. The level of theory is ωB97M-V/def2-TZVPD.

Last columns: bonded neighbours and bond lengths (Å).
CARTESIAN COORDINATES (ANGSTROEM)
1 C 0.229 -0.611 -1.764  N2 1.308, C7 1.421, H10 1.092
2 N 0.129 -1.237 -0.620  C1 1.308, C3 1.467
3 C -0.239 -0.298 0.445  N2 1.467, C4 1.519, C6 1.504, H12 1.106
4 C 0.143 -0.832 1.815  C3 1.519, S5 1.832, H13 1.092, H14 1.105
5 S -0.184 0.443 3.089  C4 1.832
6 C -1.731 -0.220 0.276  C3 1.504, H15 1.208, H16 1.108, H17 1.085
7 C 0.022 0.692 -2.290  C1 1.421, C8 1.510, H19 1.078
8 C 1.050 1.092 -3.320  C7 1.510, H20 1.076, H21 1.108, H22 1.102
9 H -1.908 -0.182 -1.910  no bonds
10 H 1.099 -0.968 -2.320  C1 1.092
11 H 3.218 -0.532 -0.623  H18 0.742
12 H 0.381 0.617 0.420  C3 1.106
13 H 1.182 -1.157 1.734  C4 1.092
14 H -0.519 -1.700 1.991  C4 1.105
15 H -1.910 -0.117 -0.914  C6 1.208
16 H -2.162 0.646 0.817  C6 1.108
17 H -2.211 -1.151 0.560  C6 1.085
18 H 3.258 0.196 -0.482  H11 0.742
19 H -0.648 1.452 -1.919  C7 1.078
20 H 0.681 1.967 -3.826  C8 1.076
21 H 2.105 1.267 -3.029  C8 1.108
22 H 1.183 0.347 -4.122  C8 1.102

As for the LUMO energy: 0.0707 hartree. The highest occupied orbital energy is -2.5 eV. The net charge is -1.

***

Which of them is most stable, and which least? Most stable: P; least stable: Q.

***

P.
This record from the Open Molecules 2025 dataset describes a cluster of 8 separate species, H17O8 in total. The level of theory is ωB97M-V/def2-TZVPD.

Last columns: bonded neighbours and bond lengths (Å).
CARTESIAN COORDINATES (ANGSTROEM)
1 O -0.154 -0.344 -0.734  H2 0.992, H3 0.998, H4 1.019
2 H -0.895 -0.252 -1.388  O1 0.992
3 H 0.131 0.538 -0.364  O1 0.998
4 H -0.507 -0.968 -0.011  O1 1.019
5 O 0.777 1.395 1.076  H6 0.975, H7 0.968
6 H 1.223 0.879 1.772  O5 0.975
7 H 0.160 1.968 1.553  O5 0.968
8 O 2.120 3.471 -0.409  H9 0.974, H10 0.964
9 H 1.566 2.755 -0.049  O8 0.974
10 H 1.630 3.843 -1.150  O8 0.964
11 O -2.501 -0.652 -2.337  H12 0.966, H13 0.966
12 H -2.608 -1.289 -3.055  O11 0.966
13 H -3.320 -0.710 -1.829  O11 0.966
14 O -1.669 2.091 -1.166  H15 0.965, H16 0.965
15 H -2.502 2.162 -1.648  O14 0.965
16 H -1.251 2.954 -1.276  O14 0.965
17 O 2.322 -1.973 0.006  H18 0.966, H19 0.968
18 H 2.719 -2.090 -0.867  O17 0.966
19 H 2.701 -2.682 0.543  O17 0.968
20 O 1.331 -1.245 2.523  H21 0.965, H22 0.974
21 H 1.673 -1.842 3.200  O20 0.965
22 H 1.498 -1.696 1.675  O20 0.974
23 O -1.336 -1.882 1.026  H24 0.965, H25 0.967
24 H -2.236 -1.873 1.375  O23 0.965
25 H -0.873 -2.560 1.535  O23 0.967

As for the LUMO energy: -0.1127 hartree. The highest occupied orbital energy is -13.7 eV. The net charge is +1.

***

Q.
This record from the Open Molecules 2025 dataset describes a cluster of 8 separate species, H17O8 in total. The level of theory is ωB97M-V/def2-TZVPD.

Last columns: bonded neighbours and bond lengths (Å).
CARTESIAN COORDINATES (ANGSTROEM)
1 O -2.543 -11.838 3.163  H2 1.064, H3 0.962, H4 0.962
2 H -2.675 -11.983 4.208  O1 1.064
3 H -2.839 -12.455 2.487  O1 0.962
4 H -2.772 -10.925 2.967  O1 0.962
5 O -4.957 -10.822 1.653  H6 0.868, H7 1.023
6 H -4.251 -10.317 1.684  O5 0.868
7 H -5.141 -11.226 0.732  O5 1.023
8 O -5.393 -12.641 3.818  H9 1.069, H10 0.957
9 H -5.827 -12.007 4.561  O8 1.069
10 H -5.629 -11.902 3.258  O8 0.957
11 O -2.424 -13.073 5.613  H12 0.914, H13 0.913
12 H -1.574 -12.746 5.688  O11 0.914
13 H -2.457 -13.932 5.920  O11 0.913
14 O -3.263 -13.908 1.400  H15 1.061, H16 0.900
15 H -2.749 -13.784 0.480  O14 1.061
16 H -4.119 -14.140 1.252  O14 0.900
17 O -2.145 -9.645 1.545  H18 0.967, H19 1.008
18 H -2.590 -9.433 0.713  O17 0.967
19 H -1.178 -9.872 1.373  O17 1.008
20 O -3.745 -9.815 4.735  H21 0.853, H22 0.953
21 H -4.052 -9.152 4.294  O20 0.853
22 H -4.501 -10.335 4.992  O20 0.953
23 O -0.618 -9.713 6.120  H24 0.904, H25 0.983
24 H -1.092 -9.845 5.361  O23 0.904
25 H 0.325 -9.515 5.925  O23 0.983

As for the LUMO energy: -0.1265 hartree. The highest occupied orbital energy is -14.4 eV. The net charge is +1.

***

Which of them is most stable, and which least? Most stable: P; least stable: Q.

***

P.
This record from the Open Molecules 2025 dataset describes a cluster of 2 separate species, C4H10ClNS in total. The level of theory is ωB97M-V/def2-TZVPD.

Last columns: bonded neighbours and bond lengths (Å).
CARTESIAN COORDINATES (ANGSTROEM)
1 C 2.231 -1.057 -0.251  C2 1.510, H7 1.094, H8 1.096, H9 1.096
2 C 0.945 -0.287 -0.430  C1 1.510, C3 1.490, C5 1.514, H10 1.090
3 C 0.640 0.920 0.389  C2 1.490, N4 1.435, C5 1.525, H11 1.089
4 N 0.098 2.099 -0.223  C3 1.435, H12 1.016, H13 1.018
5 C -0.140 -0.370 0.623  C2 1.514, C3 1.525, S6 1.786, H14 1.089
6 S -1.866 -0.406 0.165  C5 1.786, H15 1.347
7 H 2.120 -2.097 -0.572  C1 1.094
8 H 2.541 -1.063 0.801  C1 1.096
9 H 3.041 -0.606 -0.834  C1 1.096
10 H 0.577 -0.242 -1.455  C2 1.090
11 H 1.356 1.156 1.175  C3 1.089
12 H -0.505 1.846 -1.000  N4 1.016
13 H -0.484 2.601 0.444  N4 1.018
14 H 0.099 -0.923 1.531  C5 1.089
15 H -1.865 -1.596 -0.465  S6 1.347
16 Cl -5.013 -0.037 -0.106  H17 1.281
17 H -3.775 0.062 0.208  Cl16 1.281

The SMILES is C[C@@H]1[C@@H](N)[C@H]1S.Cl. As for the LUMO energy: 0.0280 hartree. The highest occupied orbital energy is -9.4 eV.

***

Q.
This record from the Open Molecules 2025 dataset describes an isolated molecule of C4H10ClNS. The level of theory is ωB97M-V/def2-TZVPD.

Last columns: bonded neighbours and bond lengths (Å).
CARTESIAN COORDINATES (ANGSTROEM)
1 C 0.164 1.290 1.004  C4 1.510, H8 1.016, H9 1.012, H10 1.056
2 C 1.312 -0.750 0.399  C4 1.565, H11 1.065, H12 1.151, H13 1.117
3 C 0.158 0.476 -1.393  C4 1.514, H14 1.086, H15 1.058, H16 1.198
4 C 0.046 0.109 0.071  C1 1.510, C2 1.565, C3 1.514, S6 1.834
5 N -1.543 -1.960 -0.367  S6 1.515, H17 1.003
6 S -1.489 -0.765 0.563  C4 1.834, N5 1.515, Cl7 2.156
7 Cl -2.803 0.747 -0.236  S6 2.156
8 H -0.432 2.059 0.712  C1 1.016
9 H -0.216 1.186 1.936  C1 1.012
10 H 1.117 1.742 0.950  C1 1.056
11 H 1.037 -1.751 0.161  C2 1.065
12 H 1.671 -0.592 1.481  C2 1.151
13 H 2.190 -0.542 -0.259  C2 1.117
14 H -0.524 -0.182 -1.924  C3 1.086
15 H -0.092 1.504 -1.422  C3 1.058
16 H 1.245 0.201 -1.815  C3 1.198
17 H -1.841 -2.772 0.140  N5 1.003

As for the LUMO energy: 0.0052 hartree. The highest occupied orbital energy is -9.8 eV.

***

Which of them is most stable, and which least? Most stable: P; least stable: Q.

***

P.
This record from the Open Molecules 2025 dataset describes a cluster of 2 separate species, C3HOS in total. The level of theory is ωB97M-V/def2-TZVPD.

Last columns: bonded neighbours and bond lengths (Å).
CARTESIAN COORDINATES (ANGSTROEM)
1 C -0.113 -1.316 1.438  C2 1.301, C3 1.743, O4 1.136
2 C 0.907 -1.443 0.640  C1 1.301, C3 1.318
3 C 0.660 -2.730 0.775  C1 1.743, C2 1.318, S5 1.592
4 O -1.183 -1.005 1.657  C1 1.136
5 S -0.032 -4.046 1.344  C3 1.592
6 H 0.569 -0.826 2.823  no bonds

As for the LUMO energy: 0.1329 hartree. The highest occupied orbital energy is -2.7 eV. The net charge is -1.

***

Q.
This record from the Open Molecules 2025 dataset describes a cluster of 2 separate species, C3HOS in total. The level of theory is ωB97M-V/def2-TZVPD.

Last columns: bonded neighbours and bond lengths (Å).
CARTESIAN COORDINATES (ANGSTROEM)
1 C 0.678 0.037 0.021  C2 1.229
2 C 1.883 0.273 0.067  C1 1.229, H6 1.065
3 C -1.533 -0.323 -0.035  O4 1.186, S5 1.608
4 O -1.734 -1.492 -0.005  C3 1.186
5 S -2.232 1.124 -0.014  C3 1.608
6 H 2.938 0.380 -0.034  C2 1.065

As for the LUMO energy: 0.1357 hartree. The highest occupied orbital energy is -4.2 eV. The net charge is -1.

***

Which of them is most stable, and which least? Most stable: Q; least stable: P.

***

P.
This record from the Open Molecules 2025 dataset describes a cluster of 2 separate species, NO5S in total. The level of theory is ωB97M-V/def2-TZVPD.

Last columns: bonded neighbours and bond lengths (Å).
CARTESIAN COORDINATES (ANGSTROEM)
1 N 1.597 0.019 -0.014  O2 1.238, O4 1.190
2 O 2.046 -1.088 -0.339  N1 1.238
3 O -1.551 -1.097 0.892  S7 1.498
4 O 2.268 0.922 0.373  N1 1.190
5 O -1.730 1.364 0.472  S7 1.440
6 O -1.334 -0.196 -1.380  S7 1.404
7 S -1.295 0.076 -0.004  O3 1.498, O5 1.440, O6 1.404

As for the LUMO energy (spin up / spin down): 0.0946 / 0.0945 hartree. The highest occupied orbital energy (spin up / spin down) is -4.1 / -4.1 eV. The net charge is -1.

***

Q.
This record from the Open Molecules 2025 dataset describes a cluster of 2 separate species, NO5S in total. The level of theory is ωB97M-V/def2-TZVPD.

Last columns: bonded neighbours and bond lengths (Å).
CARTESIAN COORDINATES (ANGSTROEM)
1 N 1.144 -0.055 0.118  O3 1.207, O4 1.176, S7 2.041
2 O -0.869 0.674 -1.517  S7 1.426
3 O 1.539 -0.186 1.251  N1 1.207
4 O 1.731 -0.055 -0.900  N1 1.176
5 O -1.091 -1.533 -0.624  S7 1.456
6 O -1.609 1.281 2.011  no bonds
7 S -0.845 -0.127 -0.338  N1 2.041, O2 1.426, O5 1.456

As for the LUMO energy (spin up / spin down): 0.0246 / 0.1374 hartree. The highest occupied orbital energy (spin up / spin down) is -5.1 / -4.5 eV. The net charge is -1.

***

R.
This record from the Open Molecules 2025 dataset describes a cluster of 2 separate species, NO5S in total. The level of theory is ωB97M-V/def2-TZVPD.

Last columns: bonded neighbours and bond lengths (Å).
CARTESIAN COORDINATES (ANGSTROEM)
1 N -0.122 1.042 0.813  O3 1.184, O4 1.222, S7 2.084
2 O -1.361 -1.114 -0.407  S7 1.451
3 O -1.187 1.558 0.756  N1 1.184
4 O 0.912 1.546 1.226  N1 1.222
5 O 0.052 0.259 -1.706  S7 1.411
6 O 1.743 -2.753 -0.137  no bonds
7 S -0.037 -0.538 -0.545  N1 2.084, O2 1.451, O5 1.411

As for the LUMO energy (spin up / spin down): 0.0355 / 0.0764 hartree. The highest occupied orbital energy (spin up / spin down) is -4.6 / -5.0 eV. The net charge is -1.

***

Which of them is most stable, and which least? Most stable: P; least stable: Q.